Entry 1
An isolated molecule of C3H9NS. Source: the Open Molecules 2025 dataset; level of theory: wB97M-V/def2-TZVPD.

Its HOMO-LUMO gap is 9.868 eV. The LUMO energy is 1.026 eV. Its multiplicity is 1. Its SMILES is C[C@H](N)CS.

Last column: natural (NBO) charge in e.
Element x y z (Å)
C  -0.5021  0.8284  -1.2447  -0.623
C  -0.4389  -0.0121  0.0321  -0.068
N  -0.5905  0.7921  1.2430  -0.858
C  0.9005  -0.7256  0.0989  -0.522
S  1.1120  -1.6480  1.6486  -0.015
H  -0.6424  0.1622  -2.1060  0.205
H  -1.2788  1.5868  -1.3244  0.218
H  0.4596  1.3141  -1.4195  0.198
H  -1.2479  -0.6960  0.0219  0.192
H  -1.5278  0.9443  1.5726  0.374
H  -0.0221  1.6252  1.2474  0.358
H  1.6649  0.0429  -0.0385  0.206
H  1.0293  -1.3802  -0.7634  0.222
H  1.0841  -2.8341  1.0321  0.111

Entry 2
An isolated molecule of C3H9NS. Source: the Open Molecules 2025 dataset; level of theory: wB97M-V/def2-TZVPD.

Its HOMO-LUMO gap is 9.329 eV. The LUMO energy is 0.951 eV. Its multiplicity is 1. Its SMILES is CSCCN.

Last column: natural (NBO) charge in e.
Element x y z (Å)
C  -2.3148  0.1484  0.4828  -0.758
S  -0.8269  -0.4841  -0.3264  0.170
C  0.3175  0.8833  -0.5484  -0.542
C  1.5574  0.5793  0.4352  -0.207
N  2.2421  -0.6732  0.1591  -0.843
H  -2.3573  -0.2952  1.5348  0.217
H  -2.5645  1.1841  0.4612  0.228
H  -3.1319  -0.4651  -0.0359  0.228
H  0.6686  0.8882  -1.4957  0.207
H  -0.0109  1.8577  -0.3935  0.221
H  2.3599  1.4429  0.2333  0.164
H  1.3121  0.6727  1.5028  0.197
H  2.0331  -1.1796  -0.7575  0.361
H  1.8659  -1.3142  0.8413  0.358

From most stable to least stable, the computed energies give entry 1, entry 2.

Entry 1
A 2-piece molecular cluster, C3H9NS overall. Source: the Open Molecules 2025 dataset; level of theory: wB97M-V/def2-TZVPD.

Its HOMO-LUMO gap is 9.349 eV. The LUMO energy is 0.925 eV. Its multiplicity is 1. Its SMILES is C=N.CSC.

Last column: natural (NBO) charge in e.
Element x y z (Å)
C  0.9505  1.1417  -2.4504  -0.047
N  0.7078  0.0771  -3.0821  -0.589
H  1.9431  1.4068  -2.0819  0.145
H  0.1108  1.6867  -2.0266  0.162
H  1.5600  -0.3078  -3.4953  0.329
C  -1.3754  -1.2815  0.7177  -0.768
S  -1.4745  0.2728  1.6522  0.179
C  0.2336  0.4199  2.2582  -0.729
H  -1.5943  -1.0240  -0.3163  0.223
H  -2.2279  -1.8710  1.0508  0.221
H  -0.5486  -1.9845  0.7014  0.231
H  0.2037  1.2925  2.9009  0.225
H  0.6252  -0.4524  2.7622  0.214
H  0.8860  0.6237  1.4092  0.205

Entry 2
A 2-piece molecular cluster, C3H9NS overall. Source: the Open Molecules 2025 dataset; level of theory: wB97M-V/def2-TZVPD.

Its HOMO-LUMO gap is 9.370 eV. The LUMO energy is 0.860 eV. Its multiplicity is 1. Its SMILES is C=N.CSC.

Last column: natural (NBO) charge in e.
Element x y z (Å)
C  0.9953  2.4601  -0.6150  -0.022
N  -0.1110  3.0283  -0.5126  -0.616
H  1.3237  1.9450  -1.5370  0.149
H  1.7084  2.0290  0.1118  0.135
H  -0.6337  3.0005  0.3571  0.356
C  -1.2519  -0.3979  0.4733  -0.789
S  -0.5158  -1.7225  1.3609  0.194
C  0.5472  -2.4753  0.0865  -0.734
H  -0.6165  0.0379  -0.2969  0.225
H  -2.2372  -0.6703  0.0728  0.218
H  -1.4672  0.4971  1.0716  0.230
H  1.0269  -3.3609  0.4786  0.235
H  1.3378  -1.7813  -0.2755  0.206
H  -0.1060  -2.5898  -0.7757  0.215

From most stable to least stable, the computed energies give entry 1, entry 2.